A cluster of 3 separate species, C17H30BFN3O8S in total at a distorted geometry, computed with ωB97M-V with the def2-TZVPD basis set.

Each line ends with the Mulliken charge.
Atoms and positions in Å:
S: 0.731 -3.238 -4.561  -0.2446
F: 1.422 4.738 -1.541  -0.3338
O: 0.531 2.934 6.269  -0.3446
O: -2.220 -1.881 -2.181  -0.2050
O: 1.249 2.672 4.153  -0.6372
O: -2.651 0.320 -1.925  -0.4807
O: -0.234 1.227 5.052  -0.2727
O: 2.547 -0.194 0.248  -0.3395
O: -0.018 1.630 1.920  -0.6208
O: -4.310 -1.118 -2.435  -0.3534
N: 1.360 -2.109 -2.072  -0.4573
N: 1.094 0.326 -2.253  0.9416
N: -0.409 -0.555 0.905  -0.3126
C: -0.632 0.978 6.414  0.4953
C: 2.087 -0.820 -2.115  -0.5333
C: 0.577 2.310 5.074  0.6868
C: 0.391 2.612 -1.368  -0.3606
C: 1.062 0.763 -3.677  -0.9059
C: 3.107 -0.604 -0.963  0.1752
C: -2.431 -4.179 -2.946  -1.4335
C: -3.085 -3.033 -2.221  0.5081
C: 3.936 -1.902 -0.806  -1.4269
C: 1.440 1.452 -1.307  -0.3094
C: -0.573 2.367 6.989  -0.5728
C: 1.712 0.971 0.142  -0.7688
C: 1.189 -2.626 -3.174  0.4990
C: -1.992 0.328 6.486  -1.4450
C: -3.029 -0.783 -2.155  0.5573
C: -4.289 -2.466 -2.923  -0.5720
C: 0.838 3.757 -2.327  -0.4843
B: 0.372 0.654 1.014  0.5836
H: 0.716 1.857 2.526  0.3401
H: 0.177 1.373 -3.902  0.3152
H: -1.464 2.960 6.770  0.3196
H: 1.130 -0.064 -4.389  0.2986
H: -2.763 0.991 6.092  0.3565
H: -4.175 -2.430 -4.009  0.3179
H: -2.253 -3.905 -3.988  0.2889
H: -2.016 -0.580 5.883  0.3549
H: -0.310 -1.020 0.011  0.0133
H: 1.555 3.427 -3.090  0.2530
H: -0.270 -1.193 1.678  0.2454
H: 4.978 -1.674 -0.547  0.3863
H: -0.390 2.379 8.061  0.3146
H: 1.935 1.416 -3.827  0.4066
H: 3.825 0.158 -1.330  0.3551
H: -0.526 2.172 -1.795  0.1202
H: -3.054 -5.072 -2.923  0.3964
H: 2.372 1.888 -1.709  0.6450
H: -1.461 -4.416 -2.508  0.3386
H: -0.039 4.207 -2.815  0.3762
H: 3.969 -2.404 -1.784  0.3975
H: 2.213 1.821 0.643  0.4836
H: -5.211 -2.988 -2.677  0.3333
H: 0.167 -0.028 -1.974  0.0291
H: 2.690 -0.837 -3.036  0.6568
H: -2.242 0.075 7.516  0.3953
H: 0.121 0.324 6.864  0.2525
H: -3.318 -3.315 -1.190  0.2672
H: 3.529 -2.538 -0.013  0.3164
H: 0.246 3.086 -0.392  0.3943

Results
* E_tot: -1954.716840 a.u.
* net charge: +1
* HOMO level: -12.27 eV
* 2S+1: 1